1.
Here is a molecular structure, C19H23BCoF3N8O2S from OMol25. Energies are from ωB97M-V/def2-TZVPD.

Geometry (Å):
H 1.67428 0.81791 5.37478
H 3.74216 1.21410 -4.51130
H 2.04948 2.15146 -2.20417
C -0.56529 -3.80350 1.15518
H -0.35868 3.32779 0.47423
F 3.53173 -0.39702 5.42382
S 3.15222 -0.65160 0.98025
B -3.01515 -1.51634 -0.44321
C 3.53687 -0.51771 4.06042
H 2.83003 1.14151 -0.98198
H 4.64273 -0.14269 -3.82052
H -5.48183 -0.49051 0.60289
N -1.87566 -2.27840 0.24429
H 2.05291 -1.55710 -3.28761
N -2.50755 -1.00170 -1.80444
H -0.86892 1.55636 2.04587
C 2.29598 0.08985 3.47012
H 3.83758 1.96613 -2.19396
C 0.40691 2.93524 -0.22818
H -0.40912 1.87510 4.43827
H 0.67082 3.78405 -0.88265
C 0.28409 1.32822 3.81482
C 1.44106 0.74965 4.32182
H -2.44024 -0.13909 -4.93889
H -0.49490 0.94499 -3.27383
C -3.04325 -1.08239 -3.03452
O 1.30915 -0.79871 -1.56540
C 0.13391 -2.60473 0.95884
C 3.64050 0.22585 -4.06270
H 3.19760 -0.43291 -4.80929
C 2.00309 -0.72949 -2.55604
N 0.81931 0.49160 1.62084
C -4.50669 1.41089 1.28647
N -1.43837 -0.18882 -1.82520
H 1.30162 2.71402 0.37881
C -1.83727 -3.54789 0.68189
H -2.60459 2.58875 1.47111
Co -0.32806 0.15477 -0.20784
H -3.92291 -1.68146 -3.20772
H -0.19199 -4.71902 1.58071
H -2.71554 -4.16982 0.61989
N -0.66911 -1.70067 0.41570
C 0.02925 1.14837 2.47497
F 4.67719 0.07379 3.66362
H 1.16983 -2.35644 1.14893
H -5.28968 2.03751 1.67856
C -4.62321 0.14439 0.75432
C -1.29107 0.24849 -3.06267
C -2.28881 -0.29728 -3.88436
N -2.47661 0.67403 0.65331
C 2.88115 1.47393 -2.01868
N -3.39694 -0.27132 0.38814
C -3.13521 1.69113 1.19108
F 3.66391 -1.83388 3.82857
C 2.02415 0.00618 2.06084
H -3.97405 -2.23080 -0.58222
N 2.79005 0.30774 -2.89688
O -0.03886 1.86747 -0.97915

Results
Energy above the lowest of the compared OMol25 structures with the same formula, charge and spin: 0.095 eV
Charge: -1
LUMO level (spin up / spin down): 2.8 / 2.8 eV
Spin multiplicity: 2

Here are the Mulliken charges for atoms 1 to 2, given in e: number 1, H, carries 0.472; number 2, H, carries 0.381

=====

2.
Here is a gas-phase ion, C5H11O (charge +1) in a non-equilibrium geometry from OMol25. Energies are from ωB97M-V/def2-TZVPD.

Geometry (Å):
H 0.57650 1.80293 0.90461
H -2.44053 -1.04826 -1.01791
O -0.10196 0.30755 -0.53095
H 2.58513 0.61445 0.51810
C 1.16746 -0.39245 -0.77182
H 0.87471 -1.41301 -1.03591
C -2.43747 -0.46260 -0.09271
C -1.07082 -0.28616 0.38498
C -0.06201 1.62194 0.06440
H 1.58791 0.10520 -1.65030
H 1.68573 -0.69422 1.31652
H -3.02240 -0.96941 0.67023
C 2.14340 -0.36998 0.38452
H 2.94943 -1.06491 0.16032
H -0.70658 -0.53378 1.36586
H -2.94880 0.47269 -0.33619
H -0.77972 2.31001 -0.33374

Results
Energy above the lowest of the compared OMol25 structures with the same formula, charge and spin: 3.219 eV
Charge: +1
LUMO level (spin up / spin down): -4.9 / -5.0 eV

Here are the Mulliken charges for atoms 1 to 2, given in e: number 1, H, carries 0.351; number 2, H, carries 0.305

=====

3.
Here is a molecular structure, C4H3N3O in a non-equilibrium geometry from OMol25. Energies are from ωB97M-V/def2-TZVPD.

Geometry (Å):
N -1.25765 1.14327 -0.30188
C 0.99573 0.34514 0.22496
C 2.35588 -0.01553 0.12873
C 0.07729 1.43476 0.03544
H 0.49809 2.48574 -0.02615
N -0.06431 -0.71772 0.15335
H -2.49752 -1.57550 0.62397
C -1.27809 -0.23651 -0.02691
H 0.11007 -1.66466 -0.09270
O -2.39551 -0.68543 -0.28946
N 3.45600 -0.51359 -0.42936

Results
Energy above the lowest of the compared OMol25 structures with the same formula, charge and spin: 4.458 eV
LUMO level: -1.0 eV

Here are the Mulliken charges for atoms 1 to 2, given in e: number 1, N, carries -0.556; number 2, C, carries 0.229

=====

Number 1 is which compound?
C19H23BCoF3N8O2S

=====

Which of these has the lowest energy above the lowest of the compared OMol25 structures with the same formula, charge and spin?
C19H23BCoF3N8O2S